DFT (ωB97M-V/def2-TZVPD) results for C4H6MgO5Pt as an isolated structure.

- total charge = +1
- gap between HOMO and LUMO (alpha / beta) (eV) = 5.9 / 7.7
- HOMO energy (alpha / beta) (eV) = -11.02 / -13.26
- LUMO energy (alpha / beta) (eV) = -5.131 / -5.602
- energy above the lowest of the compared OMol25 structures with the same formula, charge and spin (kcal/mol) = 25.7
- multiplicity = 4
- molar mass (g/mol) = 353.5

XYZ file:
```
17
Properties=species:S:1:pos:R:3:lowdin_charge:R:1
C 2.41973 1.36397 -0.22999 -0.54
O 1.99288 0.47368 -1.00738 -0.42
O 3.30665 2.13087 -0.53145 -0.02
Mg 3.41784 0.78606 -2.67463 0.98
O -1.05683 -1.58734 -1.76263 -0.28
O -0.56314 1.34923 -0.27139 -0.18
C -0.53064 1.12578 0.98933 -0.13
C -1.19387 -0.21328 1.27650 -0.16
O -0.62756 -1.19636 0.43832 -0.24
C -1.48611 -1.92021 -0.52845 -0.33
Pt 0.09174 -0.23959 -1.17294 1.37
H 1.41023 1.71017 0.69468 0.20
H -0.03937 1.44672 1.92816 0.15
H -2.28043 -0.12303 1.11048 0.15
H -1.00425 -0.47416 2.32983 0.15
H -1.32372 -2.98717 -0.29051 0.15
H -2.53315 -1.64534 -0.29793 0.14
```

DFT (ωB97M-V/def2-TZVPD) results for CH4NOPS as an isolated structure.

- gap between HOMO and LUMO (eV) = 8.3
- HOMO energy (eV) = -7.75
- LUMO energy (eV) = 0.525
- energy above the lowest of the compared OMol25 structures with the same formula, charge and spin (kcal/mol) = 48.2
- molar mass (g/mol) = 109.1

XYZ file:
```
9
Properties=species:S:1:pos:R:3:lowdin_charge:R:1
C -0.48709 -0.92205 0.69789 -0.23
N 1.12774 0.81055 -0.29119 -0.62
O -0.50389 -0.94144 -1.13053 -0.67
P 0.12564 0.83036 1.00067 0.71
S 0.06553 0.44299 -1.64008 0.72
H -1.46411 -1.31872 0.91320 0.05
H 0.39076 -1.62518 0.69450 0.07
H 1.83582 1.45613 -0.63181 0.04
H -1.09040 1.26737 0.38733 -0.07
```

DFT (ωB97M-V/def2-TZVPD) results for a 2-piece molecular cluster, CH2BrNO overall.

- gap between HOMO and LUMO (alpha / beta) (eV) = 8.8 / 8.8
- HOMO energy (alpha / beta) (eV) = -8.82 / -8.82
- LUMO energy (alpha / beta) (eV) = -0.019 / -0.018
- energy above the lowest of the compared OMol25 structures with the same formula, charge and spin (kcal/mol) = 132.2
- molar mass (g/mol) = 123.9

XYZ file:
```
6
Properties=species:S:1:pos:R:3:lowdin_charge:R:1
C -0.44345 -0.14795 -0.03996 -0.74
N 0.72491 0.39216 -0.02756 0.08
O -0.65157 -2.14654 -0.04891 -0.42
Br -2.02136 0.70285 0.11999 0.83
H 1.54652 -0.19349 -0.10188 0.13
H 0.84495 1.39297 0.09830 0.12
```

DFT (ωB97M-V/def2-TZVPD) results for C28H24BrCl2DyN2PS5 as an isolated structure.

- total charge = +1
- gap between HOMO and LUMO (alpha / beta) (eV) = 7.1 / 7.1
- HOMO energy (alpha / beta) (eV) = -9.94 / -9.95
- LUMO energy (alpha / beta) (eV) = -2.885 / -2.863
- energy above the lowest of the compared OMol25 structures with the same formula, charge and spin (kcal/mol) = 0.0
- multiplicity = 6
- molar mass (g/mol) = 893.1

XYZ file:
```
64
Properties=species:S:1:pos:R:3:lowdin_charge:R:1
Dy -1.21351 -0.23124 2.21716 0.89
S 0.58082 5.12203 4.81511 0.60
C -0.13538 3.68828 4.62177 -1.57
S 0.73017 2.24251 4.88032 0.90
C -0.50497 1.11138 4.43697 -1.24
C -1.71129 1.64549 4.09881 -1.16
S -3.15916 0.92139 3.39034 0.46
S -1.76426 3.42904 4.17686 0.90
S 0.07473 -0.55938 4.53784 0.46
N -1.92085 -0.71591 -0.19489 -0.07
C -2.29330 0.45710 -0.97955 -0.36
C -3.44642 0.48117 -1.71772 -0.06
C -3.73167 1.62930 -2.46769 -0.06
C -2.82865 2.71390 -2.51748 -0.04
C -1.66062 2.67957 -1.73618 -0.03
C -1.44313 1.51742 -0.95993 -0.32
P 0.03024 1.35944 0.12251 1.04
C 1.17611 0.25774 -0.86156 -0.39
C 2.44362 0.19317 -0.35045 -0.14
C 3.30251 -0.81568 -0.76584 -0.07
C 2.96182 -1.57543 -1.90049 -0.05
C 1.76519 -1.25814 -2.57004 -0.06
C 0.86277 -0.35113 -2.04662 -0.09
C 0.94162 2.86364 0.06157 -0.39
C 1.80031 3.15189 -1.05692 -0.05
C 2.32679 4.45630 -1.24728 -0.04
C 1.93335 5.41975 -0.33013 -0.06
C 1.08277 5.15942 0.72371 -0.07
C 0.54126 3.91649 0.92667 -0.08
H -2.68672 -1.47780 -0.26315 0.09
H -1.16700 -1.21446 -0.64187 0.01
H -4.10978 -0.33441 -1.80145 0.10
H -4.71015 1.59176 -3.00154 0.13
H -3.04954 3.61435 -3.13864 0.12
H -0.95564 3.47164 -1.56327 0.10
H 2.72727 0.86324 0.48613 0.13
H 4.17740 -1.00742 -0.16056 0.11
H 3.58332 -2.41390 -2.26192 0.12
H 1.48080 -1.86194 -3.41460 0.10
H -0.05296 -0.08974 -2.55220 0.11
H 2.07543 2.34873 -1.72422 0.10
H 3.04685 4.65109 -1.99742 0.10
H 2.29232 6.42644 -0.49162 0.11
H 0.75507 5.89232 1.44703 0.11
H -0.14417 3.67124 1.73055 0.08
Cl -2.10191 -3.07565 -2.35077 0.50
C -2.78604 -2.87838 -4.06250 -0.92
Cl -2.88344 -1.23628 -4.68412 0.56
H -3.83143 -3.24879 -4.03839 0.04
H -2.17136 -3.43537 -4.74820 0.02
C 3.05715 -4.55909 1.25950 -0.04
C 1.63618 -4.23002 1.42007 -0.24
C 0.70007 -5.21492 1.57877 -0.02
C -0.63125 -4.95639 1.87292 -0.06
C -0.96750 -3.62656 1.94852 -0.66
Br -2.65347 -2.90521 2.57356 0.80
N -0.15825 -2.61933 1.52339 -0.08
C 1.11307 -2.90457 1.40014 -0.07
H 3.60923 -3.62389 1.28848 0.08
H 3.24783 -5.05474 0.29759 0.10
H 3.39699 -5.31399 2.04823 0.12
H 1.01665 -6.28668 1.50393 0.15
H -1.33409 -5.77117 2.11155 0.13
H 1.73814 -2.09961 1.09919 0.10
```

- The highest energy above the lowest of the compared OMol25 structures with the same formula, charge and spin belongs to which entry?
  CH2BrNO

Repeat the third record exactly.
DFT (ωB97M-V/def2-TZVPD) results for a 2-piece molecular cluster, CH2BrNO overall.

- gap between HOMO and LUMO (alpha / beta) (eV) = 8.8 / 8.8
- HOMO energy (alpha / beta) (eV) = -8.82 / -8.82
- LUMO energy (alpha / beta) (eV) = -0.019 / -0.018
- energy above the lowest of the compared OMol25 structures with the same formula, charge and spin (kcal/mol) = 132.2
- molar mass (g/mol) = 123.9

XYZ file:
```
6
Properties=species:S:1:pos:R:3:lowdin_charge:R:1
C -0.44345 -0.14795 -0.03996 -0.74
N 0.72491 0.39216 -0.02756 0.08
O -0.65157 -2.14654 -0.04891 -0.42
Br -2.02136 0.70285 0.11999 0.83
H 1.54652 -0.19349 -0.10188 0.13
H 0.84495 1.39297 0.09830 0.12
```

- Which of these has the lowest energy above the lowest of the compared OMol25 structures with the same formula, charge and spin?
  C28H24BrCl2DyN2PS5